DFT (ωB97M-V with the def2-TZVPD basis set) results for C37H29BrN5O2PbSe2 as an isolated structure.

HOMO energy in eV: -10.465
E_LUMO in eV: -2.78
HOMO-LUMO gap in eV: 7.7

```
! wB97M-V def2-TZVPD RIJCOSX def2/J DEFGRID3
* xyz 1 1
Pb -0.018 -1.452 0.995
Br -0.095 1.974 2.410
C 1.175 3.052 1.478
C 2.171 3.544 2.271
C 3.228 4.294 1.724
C 3.270 4.514 0.382
C 2.250 4.022 -0.466
C 2.348 4.248 -1.862
C 1.410 3.772 -2.726
C 0.294 3.090 -2.215
C 0.169 2.895 -0.869
C 1.153 3.294 0.077
H 2.155 3.335 3.331
H 4.004 4.673 2.374
H 4.086 5.068 -0.063
H 3.203 4.801 -2.228
H 1.501 3.928 -3.792
H -0.484 2.730 -2.875
Se -1.928 -4.537 2.573
Se -0.150 -4.054 3.979
C -0.627 -2.279 4.570
C 0.182 -1.735 5.567
C -0.147 -0.491 6.065
C -1.274 0.157 5.569
C -2.004 -0.474 4.581
N -1.687 -1.670 4.075
C -0.991 -4.906 0.926
C -0.984 -6.225 0.498
C -0.463 -6.516 -0.754
C 0.031 -5.483 -1.528
C -0.002 -4.197 -1.014
N -0.502 -3.908 0.189
H 1.033 -2.284 5.950
H 0.456 -0.037 6.840
H -1.581 1.122 5.951
H -2.903 -0.018 4.178
H -1.379 -7.001 1.138
H -0.446 -7.536 -1.114
H 0.440 -5.658 -2.512
H 0.387 -3.361 -1.581
C -3.799 2.006 1.548
N -3.398 2.090 0.135
C -4.446 2.186 -0.898
C -2.165 2.234 -0.187
N -1.049 2.308 -0.471
H -4.363 2.899 1.816
H -2.914 1.928 2.172
H -4.421 1.122 1.676
H -5.000 3.114 -0.765
H -5.112 1.333 -0.789
H -3.991 2.158 -1.884
O 1.765 -1.972 -0.393
C 2.151 -0.774 -0.604
O 1.530 0.201 -0.109
C 3.343 -0.552 -1.470
C 3.740 0.746 -1.767
C 4.838 0.967 -2.581
C 5.547 -0.112 -3.095
C 5.156 -1.410 -2.795
C 4.053 -1.632 -1.984
H 3.177 1.568 -1.348
H 5.148 1.978 -2.814
H 6.407 0.060 -3.729
H 5.713 -2.248 -3.192
H 3.734 -2.636 -1.739
N -5.026 0.001 -4.671
C -4.247 -0.268 -3.870
C -3.285 -0.557 -2.839
C -3.718 -1.043 -1.607
C -2.791 -1.255 -0.596
C -1.427 -1.014 -0.783
C -1.017 -0.560 -2.039
C -1.927 -0.326 -3.060
H -4.770 -1.254 -1.457
H -3.149 -1.646 0.355
H 0.033 -0.363 -2.230
H -1.599 0.029 -4.030
*
```